i | The following is a DFT calculation (ωB97M-V/def2-TZVPD) of a molecular structure, CH3ClIN.

The geometry in XYZ format:
```
7
Properties=species:S:1:pos:R:3:lowdin_charge:R:1
C -0.6051 -0.2456 -0.0116 -0.3600
N 0.4633 0.4506 -0.6290 -0.6267
Cl 0.4869 2.0613 -0.0233 0.5374
I 2.6666 -0.7507 0.2992 0.2532
H -0.6126 -1.3961 -0.0664 0.1106
H -0.9224 -0.0210 0.9478 0.0416
H -1.4767 -0.0985 -0.5168 0.0439
```

ii | The following is a DFT calculation (ωB97M-V/def2-TZVPD) of a molecular structure, CH3ClIN.

The geometry in XYZ format:
```
7
Properties=species:S:1:pos:R:3:lowdin_charge:R:1
C -0.1647 -0.2384 -0.0369 -0.2622
N -1.0529 -1.2451 -0.5043 -0.7687
Cl -2.4713 -1.3831 0.3478 0.5865
I -1.4473 -1.1091 -3.1024 0.2384
H 0.5999 -0.3147 -0.7224 0.0325
H -0.7381 0.7850 0.0482 0.1276
H 0.0973 -0.6373 0.8692 0.0459
```

Stability summary - winner: ii; margin: 1.4 kcal/mol.

i | The following is a DFT calculation (ωB97M-V/def2-TZVPD) of a gas-phase ion, C6H13IN (charge +1).

Results
Charge: +1
SMILES string: C=C[C@H](I)[C@H]([NH3+])CC

The geometry in XYZ format:
```
21
Properties=species:S:1:pos:R:3:lowdin_charge:R:1
C -2.4919 -0.0455 -1.1503 0.0293
C -1.2510 0.2835 -1.4219 -0.2077
C -0.3049 1.0842 -0.3515 -0.6188
I 0.2639 3.0100 -1.2445 0.9432
C 0.9138 0.3887 0.2390 -0.3992
N 2.0469 0.3547 -0.7483 0.1815
C 0.6211 -1.0235 0.7486 -0.2056
C -0.3001 -1.0121 1.9660 -0.0674
H -3.0894 -0.5694 -1.8779 0.0753
H -2.9725 0.1844 -0.2152 0.0726
H -0.7732 0.0649 -2.3641 0.0876
H -0.9701 1.3421 0.4719 0.0753
H 1.2595 1.0038 1.0791 0.1537
H 2.0576 1.2922 -1.2190 0.0377
H 1.9018 -0.3778 -1.4533 0.1764
H 2.9411 0.1865 -0.2760 0.1779
H 1.5646 -1.4890 1.0411 0.1213
H 0.1692 -1.6201 -0.0448 0.1189
H -1.2881 -0.6383 1.7133 0.0699
H -0.4135 -2.0225 2.3470 0.0889
H 0.1153 -0.3966 2.7609 0.0893
```

ii | The following is a DFT calculation (ωB97M-V/def2-TZVPD) of 2 unconnected molecules or ions with the total composition C6H13IN.

Results
Charge: +1

The geometry in XYZ format:
```
21
Properties=species:S:1:pos:R:3:lowdin_charge:R:1
C 1.0420 -1.0034 2.3925 0.0239
C 1.2125 -0.8044 1.1221 -0.0509
C 2.0506 -0.3527 -0.0014 -0.0980
C -0.3163 2.2009 -0.6967 -0.1050
C -0.8133 0.8075 -1.1108 -0.3875
C -1.0033 -0.1700 -0.0524 -0.7006
N -1.5225 -1.5698 -0.5783 0.0735
I -2.2001 0.4695 1.6504 0.8935
H 0.0998 -0.6975 2.7997 -0.0166
H 1.6953 -1.5000 3.1586 0.1200
H 1.9677 -0.7843 -1.0290 0.0981
H 3.1127 -0.4954 0.3132 0.1122
H 2.0298 0.7139 -0.1917 0.0726
H -0.0289 2.5791 -1.6629 0.0835
H 0.5010 2.2742 0.0144 0.0731
H -1.1472 2.7572 -0.3340 0.0514
H -1.7195 1.0924 -1.6790 0.1270
H -0.2137 0.3686 -1.8834 0.0978
H -1.5095 -2.3479 0.1739 0.1749
H -0.7811 -1.9053 -1.2802 0.1709
H -2.4560 -1.6325 -1.1250 0.1863
```

Stability summary - winner: i; margin: 98.1 kcal/mol.

i | The following is a DFT calculation (ωB97M-V/def2-TZVPD) of C2H2OS in the gas phase.

The geometry in XYZ format:
```
6
Properties=species:S:1:pos:R:3:lowdin_charge:R:1
C -0.5616 0.0167 0.9622 0.0971
C 0.4088 -0.5028 0.4006 -0.3351
O -0.2850 1.0393 -1.6948 -0.6354
S 0.7008 -0.0166 -1.5722 0.8198
H -1.1828 0.7978 1.2517 0.0376
H 0.9197 -1.3343 0.6525 0.0160
```

ii | The following is a DFT calculation (ωB97M-V/def2-TZVPD) of C2H2OS in the gas phase.

Results
SMILES string: C#CSO

The geometry in XYZ format:
```
6
Properties=species:S:1:pos:R:3:lowdin_charge:R:1
C 1.5515 0.8018 0.0321 0.0760
C 0.3455 0.8137 0.0426 -0.6135
S -1.3047 0.6291 -0.0037 0.8907
O -1.1433 -1.3833 -0.1282 -0.3578
H 2.6005 0.7933 0.0357 0.0245
H -2.0496 -1.6547 0.0214 -0.0198
```

iii | The following is a DFT calculation (ωB97M-V/def2-TZVPD) of a molecular structure, C2H2OS.

The geometry in XYZ format:
```
6
Properties=species:S:1:pos:R:3:lowdin_charge:R:1
C 1.1994 0.1862 1.6615 -0.7560
C 0.2564 0.1280 0.0112 -0.2516
O 1.2974 -0.3692 2.7063 0.0597
S 1.7862 1.0557 0.4576 0.9577
H 0.3901 -0.9055 -0.0857 0.0146
H -0.5855 0.6686 0.1030 -0.0245
```

Stability summary - winner: iii; margin: 21.5 kcal/mol.

i | The following is a DFT calculation (ωB97M-V/def2-TZVPD) of a molecular structure, C6H12P2.

The geometry in XYZ format:
```
20
Properties=species:S:1:pos:R:3:lowdin_charge:R:1
C 0.6621 2.5215 0.3388 -0.6486
C 0.1748 1.2091 0.7294 -0.8796
C -1.7712 -0.3976 0.2104 -0.1239
C 0.6295 -1.9791 0.5821 0.1010
C 0.1506 0.1209 -1.3548 -0.1321
C -0.3528 0.0318 0.0539 -0.4356
P -0.5613 2.4982 1.7600 0.8830
P 1.9858 1.5676 1.1384 0.8716
H 0.6963 3.1272 -0.4841 0.0340
H -1.9101 -0.6565 1.3414 0.1022
H -2.1763 -1.3001 -0.3810 0.0983
H -2.4311 0.5905 -0.0686 0.1232
H 0.1311 -2.4487 -0.1679 -0.0157
H 1.6399 -1.8326 0.5474 -0.0170
H 0.3988 -2.1314 1.5596 -0.0168
H -0.4008 0.7903 -1.9917 0.0757
H 0.1451 -0.7261 -2.0948 0.1020
H 1.0785 0.5596 -1.5138 0.0232
H 0.2875 2.2371 2.9723 -0.0832
H 2.7003 0.8930 -0.0346 -0.0614
```

ii | The following is a DFT calculation (ωB97M-V/def2-TZVPD) of 2 unconnected molecules or ions with the total composition C6H12P2.

The geometry in XYZ format:
```
20
Properties=species:S:1:pos:R:3:lowdin_charge:R:1
C 0.7477 0.8623 -1.5737 0.0994
C -0.2125 0.4123 -1.0172 -0.1590
C -0.3170 -0.5944 1.1241 -0.0520
C -2.1990 -0.8746 -0.4386 -0.0637
C -1.8937 1.5027 0.2809 -0.0335
C -1.1435 0.1716 0.0309 -0.6073
P 4.3739 -0.8087 1.0120 0.2384
P 4.2443 -0.6164 -1.0301 0.2540
H 1.3810 1.5999 -2.0764 0.0452
H -0.8681 -0.7652 2.0866 0.0968
H 0.6523 -0.1287 1.3751 0.0658
H 0.0962 -1.4409 0.5474 0.0832
H -2.8868 -0.3298 -1.0429 0.0623
H -1.7779 -1.7624 -0.9024 0.0843
H -2.7856 -1.1719 0.4681 0.0947
H -1.2715 2.2288 0.7069 0.0622
H -2.8999 1.3562 0.8736 0.1237
H -2.2957 1.7458 -0.6656 0.0602
H 4.3215 0.5566 1.5152 -0.2210
H 4.7343 -1.9430 -1.2741 -0.2338
```

Stability summary - winner: ii; margin: 43.5 kcal/mol.

i | The following is a DFT calculation (ωB97M-V/def2-TZVPD) of C20H22N2O3 in the gas phase.

Results
SMILES string: COc1ccccc1/C=C/C(=O)Nc1ccc(N2CCOCC2)cc1

The geometry in XYZ format:
```
47
Properties=species:S:1:pos:R:3:lowdin_charge:R:1
C -0.4534 -2.2407 1.0169 -0.0741
O -1.3543 -1.1837 0.8054 -0.0902
C -2.6124 -1.4661 0.3653 -0.2177
C -3.1077 -2.7486 0.1709 -0.0213
C -4.3968 -2.9352 -0.3021 -0.0830
C -5.2032 -1.8494 -0.5896 -0.0903
C -4.7163 -0.5689 -0.4012 -0.0268
C -3.4283 -0.3523 0.0744 -0.1376
C -2.8782 0.9784 0.2802 -0.0233
C -3.2001 2.0638 -0.4251 -0.0021
C -2.6500 3.4094 -0.1537 -0.4824
O -3.3512 4.4054 -0.1574 0.0565
N -1.3247 3.5061 0.1545 0.1284
C -0.3084 2.5418 0.0636 -0.2714
C -0.2243 1.6560 -1.0066 -0.0214
C 0.7686 0.7028 -1.0507 -0.0148
C 1.7429 0.6157 -0.0483 -0.2348
N 2.6843 -0.3998 -0.0959 -0.1040
C 3.2525 -0.8058 -1.3696 -0.1273
C 4.7929 -0.7338 -1.3095 -0.1890
O 5.2077 0.3400 -0.5018 -0.1253
C 4.8851 0.1406 0.8610 -0.1761
C 3.5765 -0.6595 1.0067 -0.1514
C 1.6757 1.5392 0.9977 -0.0169
C 0.6665 2.4796 1.0520 -0.0170
H 0.4896 -1.7680 1.2870 0.0819
H -0.7812 -2.8960 1.8311 0.0981
H -0.3100 -2.8335 0.1078 0.0995
H -2.4994 -3.6125 0.3889 0.1018
H -4.7674 -3.9399 -0.4423 0.1036
H -6.2080 -1.9994 -0.9539 0.1008
H -5.3473 0.2831 -0.6028 0.1133
H -2.1119 1.0359 1.0407 0.1248
H -3.9733 2.0396 -1.1802 0.1190
H -1.0490 4.4171 0.5011 0.1558
H -0.9551 1.7042 -1.7989 0.1214
H 0.7778 0.0033 -1.8719 0.1110
H 2.9402 -1.8294 -1.6200 0.1236
H 2.8982 -0.1289 -2.1478 0.1156
H 5.2016 -0.5400 -2.3023 0.1264
H 5.2161 -1.6781 -0.9363 0.1214
H 4.7918 1.1418 1.2879 0.1182
H 5.7066 -0.3880 1.3697 0.1228
H 3.7989 -1.7337 0.9955 0.1229
H 3.0870 -0.4337 1.9529 0.1180
H 2.4167 1.5418 1.7812 0.0984
H 0.6347 3.1790 1.8754 0.1148
```

ii | The following is a DFT calculation (ωB97M-V/def2-TZVPD) of a molecular structure, C20H22N2O3.

The geometry in XYZ format:
```
47
Properties=species:S:1:pos:R:3:lowdin_charge:R:1
O -2.6307 2.0794 -1.1707 0.0466
C -2.1774 0.9786 -1.3060 -0.4799
N -1.2347 0.5474 -2.1007 0.0735
N -0.4564 1.2504 -3.0420 0.1259
C 0.0855 2.3955 -2.9687 -0.3294
C 0.6703 3.1796 -3.8732 -0.2446
H 1.7275 2.8613 -3.8973 0.1730
C 0.5934 4.5091 -3.5325 -0.1841
H -0.3560 4.9782 -3.7160 0.1260
C 0.7912 4.5178 -1.9779 -0.1758
H 1.6460 4.1658 -1.6147 0.0778
H 0.4294 5.2128 -1.4085 0.0617
C 0.0555 3.2903 -1.7154 -0.1463
H -1.2379 3.5849 -1.3523 0.2116
H 0.2657 2.6563 -0.7959 0.1141
H 1.4341 5.2288 -3.7828 0.1464
H 0.1741 3.1243 -4.8792 0.1690
H -0.8407 -0.4624 -2.0138 0.1854
C -2.8277 -0.2384 -0.4678 -0.0100
C -4.0985 -0.1376 0.0226 -0.0836
C -4.6490 -1.2450 0.6018 -0.1023
C -3.9937 -2.2453 1.3392 -0.0604
C -2.6860 -2.2975 0.9564 -0.0604
C -1.9855 -1.2542 0.3249 -0.2508
O -0.7222 -1.6324 -0.2446 -0.1165
C 0.1809 -0.5092 0.6129 -0.0299
H 0.1256 0.5691 0.4541 0.0901
C 0.0002 -0.8810 2.1579 -0.1454
O 0.5745 -2.1199 2.6415 -0.0959
C 1.8473 -2.4444 2.5039 -0.3131
C 1.9591 -3.9473 2.6724 0.0857
C 3.3919 -4.4758 2.6234 -0.0358
C 4.3750 -3.5214 2.5007 -0.1509
C 4.3288 -2.1795 2.2508 -0.0433
C 2.9877 -1.6786 2.2758 -0.0237
H 2.5722 -0.6439 2.1375 0.0919
H 5.0326 -1.6173 1.9642 0.0321
H 5.3911 -3.7755 2.7144 0.0947
H 3.4722 -5.4564 2.9130 0.0590
H 1.1286 -4.5940 3.0300 0.1045
H 0.7955 0.0909 2.7752 0.1971
H -0.9109 -0.7072 2.7915 0.1288
H 1.3164 -0.7708 0.3625 0.1412
H -1.8312 -3.0636 1.2996 0.1687
H -4.4265 -3.1417 1.7237 0.1008
H -5.7392 -0.9714 0.7292 0.1210
H -4.5481 0.7911 -0.5194 0.1559
```

Stability summary - winner: i; margin: 261.8 kcal/mol.

i | The following is a DFT calculation (ωB97M-V/def2-TZVPD) of 3 unconnected molecules or ions with the total composition C2H13N2O2.

Results
Charge: +1

The geometry in XYZ format:
```
19
Properties=species:S:1:pos:R:3:lowdin_charge:R:1
N -0.9536 0.1496 -0.1101 0.1545
C 0.0643 -0.3874 -1.0781 -0.1452
C 1.2301 -1.1375 -0.3909 -0.2346
N 2.4848 -0.6618 -0.9872 -0.0030
H -1.2342 -0.4985 0.6621 0.1047
H -0.5026 0.9975 0.2516 0.1042
H -1.8518 0.3872 -0.5436 0.1704
H -0.4608 -0.8930 -1.8850 0.1234
H 0.5029 0.4500 -1.6345 0.1213
H 1.1638 -1.1482 0.6889 0.1185
H 1.1162 -2.1493 -0.7870 0.1096
H 3.2854 -0.7166 -0.3701 0.0788
H 2.6311 -1.0867 -1.8821 0.0744
H -2.5308 -1.6419 2.2990 0.0605
H -2.1093 -0.4899 3.0652 0.0831
O -2.1044 -0.8090 2.1536 -0.0240
H -0.9130 3.5512 -0.1114 0.0517
H 0.5349 3.1953 0.4075 0.0644
O -0.3529 2.8892 0.2522 -0.0127
```

ii | The following is a DFT calculation (ωB97M-V/def2-TZVPD) of 3 unconnected molecules or ions with the total composition C2H13N2O2.

Results
Charge: +1

The geometry in XYZ format:
```
19
Properties=species:S:1:pos:R:3:lowdin_charge:R:1
C -1.8072 -0.0381 -1.2416 -0.1968
N -0.7809 0.8462 -2.0328 -0.0299
C -1.2640 -0.0552 0.1568 -0.0980
N 0.3269 -0.3717 -0.0275 0.1407
H -1.9358 -1.0460 -1.5926 0.1156
H -2.6585 0.6299 -1.0974 0.1191
H -0.5418 0.5696 -3.0133 0.0914
H -1.3819 1.7109 -2.2516 0.1073
H -1.6508 -0.8795 0.7987 0.1364
H -1.2136 0.8643 0.7040 0.1003
H 0.7666 0.5375 0.1471 0.1342
H 0.9302 -1.0850 0.5034 0.1512
H 0.4145 -0.5786 -1.0138 0.1023
H 2.9776 -2.3146 0.5898 0.0915
H 3.5729 -1.1820 -0.2518 0.0494
O 2.7573 -1.6407 -0.1017 -0.0501
H 0.3799 0.8115 3.8239 0.0274
H 0.4304 2.1020 2.9242 0.0900
O 0.6783 1.1198 2.9761 -0.0820
```

Stability summary - winner: i; margin: 16.5 kcal/mol.